{
  "formula": "C47H60BrN5O5PRbS",
  "method": "the ωB97M-V functional and the def2-TZVPD basis",
  "species": ["Rb", "C", "C", "C", "C", "C", "C", "C", "N", "C", "C", "C", "C", "C", "C", "O", "C", "C", "C", "C", "C", "C", "C", "C", "C", "O", "C", "C", "C", "C", "C", "C", "H", "H", "H", "H", "H", "H", "H", "H", "H", "H", "H", "H", "H", "H", "H", "H", "H", "H", "H", "H", "H", "H", "H", "H", "H", "H", "H", "H", "H", "H", "H", "H", "H", "H", "H", "H", "H", "H", "H", "H", "Br", "C", "C", "C", "C", "C", "C", "N", "N", "C", "C", "C", "C", "O", "C", "N", "C", "C", "C", "C", "H", "H", "H", "H", "H", "H", "H", "H", "H", "O", "H", "H", "S", "C", "N", "C", "P", "C", "C", "O", "H", "H", "H", "H", "H", "H", "H", "H", "H"],
  "coordinates": [[11.800, -18.511, -1.582], [16.314, -20.219, 5.248], [16.125, -21.325, 4.155], [17.387, -22.073, 3.962], [15.101, -22.402, 4.655], [15.641, -20.657, 2.877], [14.403, -20.874, 2.334], [13.980, -20.148, 1.086], [12.792, -20.325, 0.544], [11.745, -21.011, 0.988], [11.434, -21.244, 2.343], [10.426, -22.041, 2.722], [9.647, -22.700, 1.718], [9.714, -22.483, 0.363], [10.781, -21.491, -0.049], [10.853, -21.156, -1.268], [8.817, -23.124, -0.720], [8.089, -21.960, -1.381], [7.794, -24.112, -0.064], [9.680, -23.839, -1.787], [9.932, -22.065, 4.223], [8.665, -21.170, 4.160], [9.542, -23.520, 4.648], [10.910, -21.471, 5.192], [14.835, -19.080, 0.580], [14.470, -18.339, -0.345], [16.139, -18.839, 1.216], [16.551, -19.599, 2.316], [16.982, -17.619, 0.710], [16.496, -16.345, 1.469], [16.869, -17.386, -0.839], [18.483, -17.839, 1.058], [16.728, -20.717, 6.165], [15.405, -19.620, 5.510], [17.034, -19.458, 4.900], [17.848, -22.434, 4.859], [18.112, -21.392, 3.566], [17.243, -22.876, 3.252], [15.526, -22.859, 5.520], [14.964, -23.061, 3.769], [14.127, -22.092, 4.912], [13.736, -21.657, 2.701], [12.102, -20.687, 3.070], [8.903, -23.433, 2.094], [7.529, -21.383, -0.676], [7.199, -22.343, -1.969], [8.708, -21.382, -2.079], [7.172, -23.605, 0.679], [8.364, -24.932, 0.475], [7.150, -24.575, -0.858], [10.688, -23.426, -2.064], [9.051, -24.017, -2.671], [9.947, -24.837, -1.386], [8.066, -21.589, 3.358], [8.818, -20.182, 3.821], [8.099, -21.250, 5.082], [8.849, -24.060, 3.957], [9.198, -23.365, 5.682], [10.479, -24.074, 4.689], [10.990, -20.396, 5.230], [11.841, -21.860, 5.173], [10.448, -21.695, 6.172], [17.416, -19.462, 2.990], [15.492, -16.115, 1.199], [17.183, -15.508, 1.380], [16.526, -16.731, 2.495], [15.855, -16.892, -0.955], [16.917, -18.327, -1.359], [17.616, -16.665, -1.225], [18.671, -17.401, 2.058], [19.052, -17.216, 0.386], [18.843, -18.856, 1.054], [18.691, -21.489, -7.530], [17.568, -20.007, -8.089], [18.157, -18.812, -8.502], [17.323, -17.750, -8.794], [15.902, -17.835, -8.570], [15.369, -19.028, -8.078], [16.242, -20.175, -7.892], [15.209, -16.729, -9.033], [13.966, -16.460, -8.741], [13.320, -16.850, -7.630], [11.897, -16.866, -7.688], [11.070, -17.298, -6.686], [11.637, -17.833, -5.495], [10.905, -18.284, -4.631], [13.094, -17.686, -5.317], [13.557, -18.175, -4.150], [14.807, -18.027, -3.825], [15.742, -17.387, -4.743], [15.333, -16.989, -5.965], [13.937, -17.170, -6.305], [19.217, -18.681, -8.671], [17.636, -16.824, -9.110], [14.332, -19.314, -7.877], [15.918, -21.018, -7.325], [11.473, -16.444, -8.651], [9.984, -17.225, -6.879], [15.088, -18.438, -2.873], [16.790, -17.284, -4.489], [16.067, -16.498, -6.575], [10.390, -21.009, -4.114], [10.685, -20.850, -3.203], [10.508, -20.108, -4.472], [10.853, -15.894, 6.270], [11.997, -14.810, 5.826], [12.757, -13.996, 5.465], [10.568, -17.903, 3.309], [11.278, -16.637, 2.161], [10.183, -15.143, 2.504], [12.857, -16.025, 2.783], [11.207, -17.062, 0.707], [10.222, -17.589, 4.286], [11.236, -18.791, 3.328], [9.741, -18.242, 2.667], [10.270, -14.922, 3.554], [9.191, -15.296, 2.101], [10.690, -14.364, 1.947], [13.098, -16.445, 3.745], [12.711, -14.935, 2.985], [13.687, -16.269, 2.137]],
  "mulliken_charge": [0.85, -1.50, 2.18, -1.89, -2.32, 0.06, -0.38, -1.52, 0.29, -0.72, -0.65, -0.39, -0.19, -0.18, 1.03, -0.58, 2.37, -1.58, -1.91, -1.61, 2.38, -1.45, -1.60, -2.31, 0.61, -0.68, -0.23, -0.15, 2.33, -1.79, -1.76, -1.97, 0.42, 0.28, 0.36, 0.49, 0.39, 0.40, 0.56, 0.42, 0.31, 0.77, 0.41, 0.00, 0.34, 0.42, 0.30, 0.36, 0.33, 0.38, 0.22, 0.34, 0.41, 0.42, 0.18, 0.43, 0.23, 0.49, 0.38, 0.32, 0.46, 0.59, 0.56, 0.23, 0.40, 0.47, 0.16, 0.43, 0.44, 0.40, 0.48, 0.30, -0.28, 0.35, -0.64, -0.10, -0.26, 0.25, -0.81, -0.73, -0.60, 0.18, -0.17, -0.77, 0.66, -0.79, -0.03, -0.26, -0.47, -0.76, -0.50, 0.73, 0.39, 0.54, 0.35, 0.40, 0.29, 0.37, 0.56, 0.44, 0.59, -0.64, 0.30, 0.49, -0.49, 0.31, -0.65, -0.64, 0.65, -1.30, -0.31, -0.55, 0.33, -0.11, 0.24, 0.29, 0.37, 0.39, 0.35, 0.56, -0.58],
  "e_homo_ev": [-2.9, -2.9],
  "relative_energy_kj_mol": 284.9,
  "charge": -2
}

---

{
  "formula": "C47H61CrN3O2PS2Si4Te",
  "method": "the ωB97M-V functional and the def2-TZVPD basis",
  "species": ["Cr", "O", "N", "C", "C", "C", "C", "C", "C", "C", "P", "C", "C", "C", "C", "C", "C", "C", "C", "C", "C", "C", "C", "H", "H", "H", "H", "H", "H", "H", "H", "H", "H", "H", "H", "H", "H", "H", "H", "S", "C", "N", "C", "C", "C", "C", "H", "H", "H", "H", "H", "C", "Si", "C", "C", "Si", "Te", "Si", "C", "C", "C", "Si", "C", "C", "C", "H", "H", "H", "H", "H", "H", "H", "H", "H", "H", "H", "H", "H", "H", "H", "H", "H", "H", "H", "H", "H", "H", "H", "H", "H", "H", "H", "S", "C", "N", "C", "O", "C", "C", "H", "H", "H", "H", "H", "H", "C", "C", "C", "C", "C", "C", "C", "C", "C", "C", "H", "H", "H", "H", "H", "H", "H"],
  "coordinates": [[1.425, 0.413, -0.135], [1.533, 2.646, -2.130], [1.667, 2.377, -0.740], [2.675, 3.309, -0.265], [3.444, 3.233, 0.866], [4.459, 4.275, 0.987], [5.351, 4.340, 2.005], [5.338, 3.387, 3.060], [4.378, 2.409, 3.008], [3.416, 2.293, 1.981], [2.223, 0.936, 2.082], [3.217, -0.407, 2.877], [4.401, -0.776, 2.233], [5.186, -1.806, 2.717], [4.808, -2.492, 3.868], [3.643, -2.131, 4.519], [2.851, -1.093, 4.024], [1.106, 1.384, 3.493], [1.278, 2.544, 4.242], [0.409, 2.856, 5.282], [-0.650, 2.013, 5.587], [-0.835, 0.855, 4.844], [0.034, 0.548, 3.802], [0.958, 1.928, -2.480], [2.885, 4.064, -1.008], [4.506, 5.006, 0.187], [6.094, 5.132, 2.003], [6.058, 3.427, 3.867], [4.347, 1.682, 3.813], [4.696, -0.259, 1.326], [6.084, -2.087, 2.183], [5.412, -3.311, 4.239], [3.335, -2.652, 5.418], [1.947, -0.830, 4.558], [2.103, 3.208, 4.008], [0.566, 3.762, 5.856], [-1.330, 2.258, 6.395], [-1.662, 0.189, 5.062], [-0.128, -0.346, 3.211], [-0.261, 0.398, -3.409], [-0.811, 1.384, -4.591], [-0.511, 2.735, -4.611], [-1.003, 3.637, -5.492], [-1.815, 3.259, -6.501], [-2.127, 1.861, -6.603], [-1.671, 0.977, -5.702], [0.167, 3.042, -3.922], [-0.722, 4.667, -5.314], [-2.210, 3.989, -7.190], [-2.749, 1.516, -7.422], [-1.925, -0.073, -5.751], [-4.806, 1.036, -0.440], [-4.477, -0.705, -1.049], [-6.143, -1.576, -1.199], [-3.776, -0.560, -2.773], [-2.968, -1.761, 0.376], [-0.809, -0.711, 0.315], [-2.760, -3.973, -0.293], [-2.394, -3.996, -2.133], [-4.292, -5.044, -0.023], [-1.338, -4.785, 0.589], [-3.875, -1.709, 2.500], [-5.586, -2.497, 2.576], [-4.092, 0.036, 3.144], [-2.812, -2.652, 3.717], [-5.316, 1.633, -1.204], [-3.850, 1.518, -0.203], [-5.413, 1.040, 0.470], [-6.790, -1.057, -1.915], [-6.659, -1.616, -0.235], [-6.014, -2.608, -1.543], [-4.313, 0.195, -3.358], [-3.818, -1.515, -3.305], [-2.724, -0.269, -2.711], [-3.302, -3.835, -2.724], [-1.941, -4.945, -2.434], [-1.691, -3.191, -2.377], [-5.210, -4.525, -0.319], [-4.397, -5.323, 1.030], [-4.213, -5.962, -0.614], [-0.432, -4.181, 0.481], [-1.133, -5.779, 0.179], [-1.533, -4.881, 1.663], [-6.332, -1.864, 2.085], [-5.887, -2.632, 3.621], [-5.610, -3.473, 2.083], [-4.957, 0.509, 2.670], [-3.215, 0.651, 2.918], [-4.246, 0.042, 4.229], [-2.873, -3.728, 3.527], [-3.132, -2.461, 4.747], [-1.758, -2.371, 3.621], [3.008, -4.140, 0.427], [2.481, -2.581, 0.306], [2.089, -1.490, 0.214], [-1.209, 3.493, -1.305], [-0.719, 2.249, -0.836], [0.402, 2.285, 0.013], [0.238, 3.336, 1.078], [-1.757, 4.034, -0.528], [-1.905, 3.254, -2.113], [-0.413, 4.140, -1.688], [-0.734, 3.189, 1.557], [0.290, 4.338, 0.640], [0.999, 3.300, 1.849], [2.969, -2.534, -4.925], [1.944, -2.569, -3.952], [1.980, -1.716, -2.888], [3.032, -0.779, -2.698], [3.052, 0.097, -1.554], [4.232, 0.774, -1.352], [5.307, 0.753, -2.279], [5.229, 0.019, -3.426], [4.092, -0.802, -3.643], [4.017, -1.671, -4.767], [2.933, -3.202, -5.779], [1.126, -3.273, -4.049], [1.200, -1.765, -2.137], [4.368, 1.383, -0.466], [6.183, 1.361, -2.077], [6.031, 0.020, -4.158], [4.828, -1.649, -5.490]],
  "mulliken_charge": [-1.85, -1.14, 2.02, -1.87, 1.06, -1.79, -0.61, -1.05, -0.51, 0.48, 2.18, 0.67, 0.08, -0.57, -0.67, -0.63, -0.60, 0.54, -0.32, -0.83, -0.70, -0.71, -0.68, -0.42, 0.11, 0.32, 0.33, 0.37, 0.51, 0.04, 0.40, 0.32, 0.38, 0.33, 0.33, 0.37, 0.37, 0.37, 0.42, -0.01, 0.27, 0.22, -0.14, -0.83, -0.08, -1.00, 0.08, 0.41, 0.39, 0.39, 0.39, -0.84, 0.75, -1.17, -0.42, 0.20, -0.23, 0.84, -0.94, -1.23, -0.68, 0.71, -1.20, -0.93, -0.97, 0.41, -0.02, 0.26, 0.36, 0.22, 0.23, 0.44, 0.35, -0.43, 0.30, 0.43, 0.08, 0.28, 0.27, 0.36, 0.01, 0.37, 0.20, 0.23, 0.35, 0.26, 0.38, 0.12, 0.39, 0.34, 0.38, 0.16, -0.52, 0.65, -0.07, -1.04, 1.12, 0.41, -1.71, 0.32, 0.13, 0.29, 0.17, 0.59, 0.19, -0.72, -0.97, -0.57, 1.05, 0.67, 0.26, -1.32, -1.21, 1.21, -0.73, 0.36, 0.47, 0.25, -0.13, 0.44, 0.29, 0.33],
  "e_homo_ev": [-1.0, -1.0],
  "s2": 3.958,
  "relative_energy_kj_mol": 0.0,
  "spin_multiplicity": 4,
  "charge": -2
}

---

> charge of number 2 (C47H61CrN3O2PS2Si4Te)?

-2